# 1
One molecule with the formula C3H6N2O2, computed with ωB97M-V with the def2-TZVPD basis set.

Geometry as XYZ:
```
13
Properties=species:S:1:pos:R:3:forces:R:3
H -1.92021 1.19386 -1.55938 -0.01 0.03 0.14
N -1.28510 0.82739 -0.85587 -0.20 -0.29 0.12
C -1.64761 -0.33733 -0.51055 -0.02 0.19 -0.15
O -1.00762 -1.11250 0.36218 0.03 -0.05 -0.12
C 0.12716 -0.61457 1.08155 0.09 0.02 0.16
C 1.38518 -0.31125 0.24437 0.13 -0.07 -0.03
N 1.50085 0.97513 -0.18793 0.05 -0.14 -0.13
O 2.24327 -1.16227 0.09723 -0.26 0.24 0.05
H -2.53010 -0.86750 -0.87787 0.13 0.06 -0.02
H -0.16759 0.25511 1.67800 0.00 -0.05 -0.16
H 0.39871 -1.44511 1.73222 -0.03 0.17 -0.01
H 2.27589 1.14613 -0.81332 -0.06 -0.02 0.07
H 0.62716 1.45292 -0.39063 0.14 -0.09 0.08
```
Forces are in eV/Å.

The orbital gap is 10.528 eV. The value obtained for the energy relative to the best compared isomer or geometry (same formula, charge and spin) is 31.36 kcal/mol. The calculation puts the HOMO energy at -0.35710 hartree. The total energy is -377.9094 a.u. As for the charge: 0.

=====

# 2
A 7-piece molecular cluster, CH16O7 overall in a non-equilibrium geometry, computed with ωB97M-V with the def2-TZVPD basis set.

Geometry as XYZ:
```
24
Properties=species:S:1:pos:R:3:forces:R:3
C -1.44652 0.57197 1.86540 -0.58 0.50 -1.15
O -2.11789 1.17400 0.72653 -0.02 -0.47 0.57
H -1.09273 -0.42048 1.57709 0.32 0.05 0.26
H -0.62728 1.25974 2.04414 0.15 -0.30 0.44
H -2.13412 0.48284 2.70546 0.14 0.08 0.16
H -2.70148 0.49864 0.36915 -0.09 0.22 -0.21
O 0.46182 2.10079 -0.03018 0.28 0.19 0.08
H 0.93119 1.96834 -0.86887 -0.10 0.05 0.19
H -0.47643 2.18057 -0.25073 0.00 -0.34 0.14
O 2.11896 -0.50013 0.86545 0.08 -0.08 -0.26
H 2.36037 -0.53850 1.79434 -0.06 0.22 0.02
H 1.68863 0.35228 0.69568 -0.17 0.04 0.30
O -0.90556 0.78339 -2.31573 -0.15 0.01 -0.06
H 0.02502 0.58176 -2.17783 0.06 -0.08 -0.11
H -0.90702 1.65968 -2.71430 -0.02 -0.07 -0.07
O 0.45102 -2.07978 -0.85029 -0.01 0.13 0.02
H 1.06525 -2.06877 -0.09841 -0.10 0.14 -0.18
H -0.27756 -1.52543 -0.54110 0.22 0.01 -0.22
O -1.32234 -3.35192 1.09227 -0.19 -0.13 0.17
H -1.61173 -2.46776 0.85532 -0.08 -0.05 0.04
H -1.15587 -3.77867 0.24492 0.15 0.07 -0.01
O 2.27926 1.17897 -1.88088 -0.07 -0.06 -0.20
H 2.37837 0.25972 -1.59559 0.21 0.11 0.08
H 3.01663 1.67877 -1.51184 0.03 -0.25 -0.01
```
Forces are in eV/Å.

The orbital gap is 10.966 eV. The value obtained for the energy relative to the best compared isomer or geometry (same formula, charge and spin) is 16.34 kcal/mol. The calculation puts the HOMO energy at -0.39245 hartree. The total energy is -574.3518 a.u. As for the charge: 0.

=====

# 3
C10H13NO as an isolated structure in a non-equilibrium geometry, computed with ωB97M-V with the def2-TZVPD basis set.

Geometry as XYZ:
```
25
Properties=species:S:1:pos:R:3:forces:R:3
C 1.84831 -2.02594 0.49360 0.17 -3.34 -1.33
C 1.48658 -0.82218 -0.22188 1.27 4.48 -1.92
C 1.88758 1.53794 -0.22894 1.28 4.55 0.91
C 0.46584 2.07787 -0.12908 -0.59 2.65 -2.90
C -0.30702 0.80688 0.10232 -7.45 3.76 -0.52
C -1.82673 1.14939 0.28753 3.09 -5.90 -0.50
C -2.79255 0.13455 0.20909 3.74 0.10 -1.09
C -2.24979 -1.10948 -0.13973 -1.22 -3.08 -1.30
C -0.93519 -1.42026 -0.30992 -1.16 -1.80 -1.99
C 0.00036 -0.45508 -0.33860 3.63 1.17 3.01
H 2.83300 -2.49518 -0.33928 -2.72 0.97 3.73
H 0.77348 -2.76530 0.17916 3.88 1.49 2.06
H 2.09719 -1.62143 1.67224 -0.62 -2.35 -3.31
H 1.93322 -0.81117 -1.33772 -0.66 0.18 2.51
H 1.79328 0.39189 1.68092 0.99 0.38 -4.19
H 2.10921 1.30857 -1.28926 0.21 0.21 0.74
H 2.42293 2.51110 0.13297 0.34 -2.03 -0.90
H 0.33151 3.38402 0.58916 0.11 -4.61 -1.75
H 0.14611 2.53621 -1.44717 0.76 -1.28 4.13
H -2.18779 2.07130 0.30204 -0.87 4.29 0.51
H -4.41937 -0.68819 0.77392 0.73 4.71 -2.93
H -2.81092 -1.98589 -0.61150 -0.47 1.48 1.38
H -0.67587 -2.42190 -0.78461 -0.53 1.25 0.95
N 2.19161 0.40569 0.57198 -1.45 -2.86 1.20
O -4.11496 0.30660 0.18277 -2.46 -4.39 3.50
```
Forces are in eV/Å.

The orbital gap is 8.791 eV. The value obtained for the energy relative to the best compared isomer or geometry (same formula, charge and spin) is 222.10 kcal/mol. The calculation puts the HOMO energy at -0.31352 hartree. The total energy is -518.4890 a.u. As for the charge: 0.

=====

# 4
C8H12KO6 as an isolated structure in a non-equilibrium geometry, computed with ωB97M-V with the def2-TZVPD basis set.

Geometry as XYZ:
```
27
Properties=species:S:1:pos:R:3:forces:R:3
K -16.00028 3.51389 6.31839 -0.56 0.01 -0.22
C -18.06705 6.01345 2.71145 0.74 0.13 -1.86
C -19.41583 5.82938 3.35263 1.07 0.32 0.60
C -20.31524 4.60161 3.13759 -0.15 1.60 -2.34
O -20.16321 3.82844 4.27098 0.17 -1.52 1.55
C -19.32663 4.40171 5.14021 1.28 -0.12 1.49
O -18.87122 3.93549 6.19323 -1.08 0.48 -2.36
O -18.96303 5.59433 4.68430 -0.36 0.04 2.07
H -18.11771 6.23227 1.64484 -0.12 -0.07 -0.13
H -17.37147 5.18452 2.84234 -0.54 -0.46 -0.06
H -17.50169 6.83975 3.14238 -0.57 0.31 0.24
H -19.97156 6.76700 3.34040 -0.10 -0.12 -0.01
H -20.05785 4.08013 2.21568 0.28 -0.43 0.26
H -21.34035 4.93738 2.98105 -0.16 -0.22 0.49
C -17.32421 -1.62978 3.77544 -0.36 1.30 -0.28
C -16.37043 -0.55192 3.22016 -0.03 0.68 0.36
C -16.73411 0.05540 1.83150 0.27 -2.59 0.80
O -16.80566 1.45543 1.96442 0.22 -0.14 0.49
C -16.65355 1.80401 3.25120 -0.73 -0.69 0.04
O -16.83878 2.95402 3.60747 0.93 -1.75 0.65
O -16.37432 0.68327 4.03729 -0.37 1.62 -0.57
H -17.31494 -2.52479 3.15337 0.35 -0.02 0.10
H -18.34277 -1.24518 3.72343 -0.14 0.07 -0.02
H -17.15183 -1.85684 4.82750 0.37 -0.13 -0.19
H -15.35338 -0.94381 3.23181 0.06 0.27 0.08
H -17.68655 -0.42299 1.60324 -0.19 0.70 -0.66
H -15.95008 -0.30938 1.16792 -0.27 0.73 -0.53
```
Forces are in eV/Å.

The orbital gap is 10.643 eV. The value obtained for the energy relative to the best compared isomer or geometry (same formula, charge and spin) is 0.00 kcal/mol. The calculation puts the HOMO energy at -0.50893 hartree. The total energy is -1363.2667 a.u. As for the charge: +1.

=====

no.,LUMO energy (Ha)
1,0.030
2,0.011
3,0.010
4,-0.118